[1]
# C15H30ClN5O8PS2W

A structure of composition C15H30ClN5O8PS2W at a distorted geometry (ωB97M-V with the def2-TZVPD basis set, the OMol25 dataset).

Geometry as XYZ:
```
63
Properties=species:S:1:pos:R:3:forces:R:3
W -0.687 0.092 -0.180 1.0 1.0 0.7
C -0.897 -2.078 2.161 0.1 -0.1 0.0
C -2.289 -1.893 1.550 -0.1 0.0 -0.1
N -2.155 -1.606 0.111 -0.1 0.2 -0.1
C -1.817 -2.843 -0.644 0.0 0.0 0.1
C -0.927 -2.560 -1.837 0.0 0.0 -0.1
N 0.103 -1.551 -1.477 0.0 -0.1 0.2
C 1.299 -2.135 -0.832 0.0 -0.1 0.0
C 1.076 -2.414 0.655 0.0 0.1 0.1
N 0.146 -1.448 1.305 -0.1 -0.5 0.2
H -0.663 -3.135 2.290 0.0 0.0 0.0
H -0.853 -1.607 3.139 0.0 0.0 0.0
H -2.809 -1.054 2.004 0.0 0.0 0.0
H -2.900 -2.786 1.700 0.0 0.0 0.0
H -3.050 -1.255 -0.262 0.0 -0.1 0.0
H -2.740 -3.321 -0.975 0.0 0.0 0.0
H -1.322 -3.521 0.052 0.0 0.0 0.0
H -1.507 -2.163 -2.659 0.0 0.0 0.0
H -0.439 -3.479 -2.171 0.0 0.0 0.0
H 0.393 -1.074 -2.325 0.0 0.0 0.0
H 2.106 -1.428 -0.981 0.1 0.1 0.1
H 1.568 -3.069 -1.333 0.0 0.0 0.0
H 2.039 -2.371 1.163 0.0 0.0 0.0
H 0.684 -3.419 0.796 0.0 0.0 0.0
H 0.689 -0.819 1.896 -0.1 0.0 0.1
C 6.197 -0.347 0.002 0.1 0.0 0.0
C 4.700 -0.291 0.201 0.0 0.1 0.1
O 4.242 1.032 -0.072 -0.1 -0.1 -0.2
P 2.822 1.163 -0.899 0.0 0.2 0.0
S 1.495 1.004 0.720 -0.1 -0.5 0.1
S -0.401 1.639 -1.558 -0.1 0.5 -0.8
O 2.866 2.775 -1.097 0.0 -0.1 -0.2
C 3.073 3.282 -2.429 0.0 0.0 0.1
C 4.433 2.925 -2.989 0.0 0.0 0.0
H 6.571 -1.354 0.199 0.0 0.0 0.0
H 6.698 0.346 0.678 0.0 0.0 0.0
H 6.456 -0.075 -1.022 0.0 0.0 0.0
H 4.427 -0.544 1.230 0.0 0.0 0.0
H 4.204 -1.011 -0.460 0.0 0.0 -0.1
H 2.976 4.362 -2.332 0.0 0.0 0.0
H 2.264 2.932 -3.076 0.0 -0.1 0.0
H 5.225 3.261 -2.319 0.0 0.0 0.0
H 4.568 3.408 -3.959 0.0 0.0 0.0
H 4.539 1.848 -3.135 0.0 0.0 0.0
O -3.664 -1.589 -3.694 0.0 -0.1 0.0
Cl -3.786 -0.625 -2.636 0.3 0.1 0.0
O -4.548 0.504 -3.038 0.0 0.0 0.0
O -4.395 -1.267 -1.476 0.0 0.0 0.0
O -2.419 -0.198 -2.252 -0.8 -0.2 -0.3
C -4.944 2.712 1.645 0.1 0.0 0.0
N -3.598 2.306 2.039 0.0 0.2 -0.1
C -3.069 2.613 3.264 0.0 0.0 -0.1
C -1.872 2.154 3.647 0.1 0.0 0.0
C -1.128 1.272 2.762 0.0 0.0 0.0
O -0.147 0.643 3.146 0.0 0.0 -0.1
N -1.611 1.139 1.464 -0.1 -0.4 0.0
C -2.867 1.589 1.110 -0.1 -0.4 0.3
O -3.358 1.288 0.034 0.1 0.0 -0.1
H -5.395 3.255 2.472 0.0 0.0 0.0
H -5.545 1.838 1.405 0.0 0.0 0.0
H -4.906 3.349 0.764 0.0 0.0 0.0
H -3.692 3.231 3.897 0.0 0.0 0.0
H -1.456 2.368 4.619 0.0 0.0 0.0
```
Forces are in eV/Å.

Expectation value of S² ... 0.7727
Orbital gap (spin up / spin down) ... 0.2656 / 0.2848 Eh
2S+1 ... 2
HOMO energy (spin up / spin down) ... -7.826 / -8.216 eV

***

[2]
# C2H4N2O

A cluster of 2 separate species, C2H4N2O in total at a distorted geometry (ωB97M-V with the def2-TZVPD basis set, the OMol25 dataset).

Geometry as XYZ:
```
9
Properties=species:S:1:pos:R:3:forces:R:3
C 0.902 -0.955 0.405 1.2 0.1 -3.7
C -0.924 0.966 0.264 2.1 -4.3 2.5
H 1.792 -1.931 -0.902 -0.9 1.5 -0.6
H 1.793 -1.229 1.191 -2.9 0.6 -1.5
H 0.400 0.415 1.783 -3.2 -2.3 -3.2
H -1.449 1.294 1.047 -2.3 1.6 3.5
N 1.014 -1.196 -0.873 1.7 -2.2 2.7
N -0.241 -0.209 0.736 4.3 2.4 7.1
O -0.976 1.402 -0.772 0.0 2.6 -7.0
```
Forces are in eV/Å.

Orbital gap ... 0.3636 Eh
HOMO energy ... -9.940 eV

***

Energy relative to the best compared isomer or geometry (same formula, charge and spin)? In order: 82.11 85.36 kcal/mol.
DFT total energy? In order: -3130.1637 -263.2272 Ha.